ORCA calculation (the ωB97M-V functional and the def2-TZVPD basis) on 2 unconnected molecules or ions with the total composition C11H14N2O at a distorted geometry.

Summary:
Net charge ... +1
Kohn-Sham gap (spin up / spin down) ... 8.8 / 5.4 eV
Total energy ... -16653.4498 eV
⟨S²⟩ ... 0.772
Energy above the lowest of the compared OMol25 structures with the same formula, charge and spin ... 1.6410 eV
Multiplicity ... 2

XYZ file:
```
28
C11H14N2O the ωB97M-V functional and the def2-TZVPD basis
C 2.001 -2.432 1.474
C 3.025 -0.137 2.264
C 1.244 1.253 1.778
C 2.031 -0.894 1.752
C 0.824 -0.146 1.454
C 0.332 2.238 1.518
C -1.009 1.873 1.033
C -0.453 -0.478 1.100
C -1.377 0.544 0.910
N 2.563 1.166 2.259
H 3.126 2.007 2.373
H 4.093 -0.421 2.533
H 0.564 3.267 1.731
H 1.122 -2.589 0.632
H 1.544 -3.046 2.264
H -1.627 2.692 0.721
H -0.698 -1.526 1.181
H -2.364 0.140 0.739
H 2.984 -2.625 1.253
C -1.051 -0.434 -3.694
C -2.249 -0.342 -2.695
O -2.219 -0.853 -1.573
N -3.265 0.377 -3.092
H -1.212 -0.535 -4.766
H -0.215 -1.214 -3.304
H -4.026 0.666 -2.429
H -3.172 0.899 -3.934
H -0.515 0.551 -3.483
```

=====

ORCA calculation (the ωB97M-V functional and the def2-TZVPD basis) on 2 unconnected molecules or ions with the total composition C11H14N2O at a distorted geometry.

Summary:
Net charge ... +1
Kohn-Sham gap (spin up / spin down) ... 6.5 / 2.6 eV
Total energy ... -16652.1634 eV
⟨S²⟩ ... 0.760
Energy above the lowest of the compared OMol25 structures with the same formula, charge and spin ... 2.9274 eV
Multiplicity ... 2

XYZ file:
```
28
C11H14N2O the ωB97M-V functional and the def2-TZVPD basis
C -1.221 -1.257 3.710
C -1.556 0.059 3.172
C -1.133 2.035 2.550
C -2.813 0.660 2.945
N -0.552 0.979 3.029
N -2.570 1.936 2.612
H -0.759 2.916 2.056
H -1.166 -1.236 4.815
H -0.171 -1.454 3.488
H -3.131 2.555 2.028
H -3.850 0.365 2.929
H -1.809 -2.124 3.417
C -1.161 -0.885 -3.655
C 2.455 -0.386 -1.606
C 2.511 -0.255 -3.014
C 1.339 -0.605 -0.864
C 1.287 -0.301 -3.634
C 0.091 -0.671 -1.512
C 0.087 -0.445 -2.890
O 3.734 -0.565 -1.059
H 3.898 -0.024 -0.257
H 3.526 -0.417 -3.350
H 1.398 -1.088 0.111
H 1.160 -0.113 -4.692
H -0.828 -0.792 -0.965
H -1.989 -0.680 -2.987
H -1.097 -1.934 -3.930
H -1.118 -0.431 -4.657
```

=====

ORCA calculation (the ωB97M-V functional and the def2-TZVPD basis) on a molecular structure, C11H14N2O2S4Zn.

Summary:
Net charge ... -1
Kohn-Sham gap (spin up / spin down) ... 4.6 / 6.7 eV
Total energy ... -110467.7447 eV
⟨S²⟩ ... 0.769
Energy above the lowest of the compared OMol25 structures with the same formula, charge and spin ... 0.0000 eV
Multiplicity ... 2

XYZ file:
```
34
C11H14N2O2S4Zn the ωB97M-V functional and the def2-TZVPD basis
Zn 1.702 0.602 -0.556
S 3.912 3.333 2.049
C 2.963 2.482 0.963
S 1.316 2.047 1.314
S 3.611 1.882 -0.532
N 4.094 -0.009 2.388
C 3.605 -0.838 1.727
H 4.244 0.995 2.544
O 0.765 -1.053 -0.854
N 0.678 -2.084 0.053
C 0.419 -3.328 -0.494
C -0.171 -4.307 0.245
C -0.575 -4.073 1.578
C -0.354 -2.775 2.089
C 0.235 -1.806 1.336
H 0.748 -3.444 -1.515
H -0.312 -5.276 -0.217
H -1.045 -4.843 2.171
H -0.631 -2.524 3.106
H 0.466 -0.815 1.703
O 0.439 1.297 -2.119
S -0.944 0.688 -2.245
C -1.692 0.686 -0.580
C -2.487 1.981 -0.379
C -2.017 2.968 -1.446
C -1.926 2.135 -2.716
H -0.841 0.604 0.091
H -2.275 -0.229 -0.480
H -2.332 2.368 0.628
H -3.555 1.788 -0.504
H -1.026 3.350 -1.196
H -2.697 3.814 -1.559
H -1.411 2.608 -3.550
H -2.906 1.776 -3.043
```